Below is a cluster of 2 separate species, C4H8ClNO2 in total in a non-equilibrium geometry, with properties calculated with ωB97M-V/def2-TZVPD.

As for the molar mass: 137.6 g mol⁻¹. The calculation puts the calculated total energy at -822.41842 hartree. The calculation puts the highest occupied orbital energy (alpha / beta) at -5.712 / -5.732 eV. Its spin multiplicity is 1. Its energy above the lowest of the compared OMol25 structures with the same formula, charge and spin is 575.0 kJ/mol. Its LUMO energy (alpha / beta) is -0.78 / -0.78 eV.

XYZ file:
```
16
Properties=species:S:1:pos:R:3:forces:R:3:lowdin_charge:R:1
C 2.20076 1.04330 -0.40626 -1.20 0.88 0.25 -0.077
C -1.84825 0.01668 1.17847 -0.42 2.53 -0.43 -0.086
C 1.29357 -0.14364 -0.77989 2.08 -1.27 2.37 -0.220
C -0.92351 0.21291 0.03036 -0.51 -2.83 1.51 -0.811
N -1.78212 -2.75022 -0.71424 -0.15 1.11 2.52 -0.018
O -1.95626 -2.79073 0.47207 0.26 -0.42 -2.23 -0.207
O 0.25783 -0.33688 0.20583 0.19 0.28 -0.44 -0.106
Cl -1.09441 1.50419 -0.97704 -0.35 1.39 -1.21 0.847
H 3.16441 0.86623 -0.78888 1.28 -0.11 -0.63 0.055
H 1.80352 1.97374 -0.83367 0.12 -0.31 -0.38 0.061
H 2.32416 1.36662 0.62797 -0.21 -0.97 0.35 0.083
H -2.71723 0.71458 0.99288 0.87 -0.80 0.54 0.094
H -2.22615 -0.97209 1.38776 0.22 -0.77 -0.42 0.045
H -1.26825 0.35220 2.06262 -0.48 -0.16 -0.12 0.105
H 1.85326 -1.16284 -0.72700 -0.92 1.94 -0.46 0.162
H 0.91867 0.10595 -1.73097 -0.78 -0.47 -1.21 0.073
```
Forces are in eV/Å.